A) Computed, not measured: the molecule C17H24N2O3, with ωB97M-V/def2-TZVPD.

Cartesian coordinates (Å):
O: -0.057 2.409 -2.282
C: -0.533 2.419 -1.161
N: -1.651 1.701 -0.871
C: -2.221 1.499 0.449
H: -1.422 1.429 1.191
C: -3.009 0.184 0.474
N: -2.260 -0.850 -0.204
C: -1.680 -1.822 0.547
O: -1.801 -1.848 1.763
C: -0.913 -2.881 -0.125
C: -0.130 -3.825 0.494
C: 0.377 -4.653 -0.526
C: -0.136 -4.165 -1.690
O: -0.913 -3.099 -1.462
H: -0.026 -4.479 -2.710
H: 1.029 -5.495 -0.412
H: 0.045 -3.897 1.547
C: -2.008 -0.597 -1.611
H: -2.662 -1.215 -2.237
C: -2.239 0.887 -1.914
H: -1.748 1.152 -2.851
H: -3.306 1.115 -1.995
H: -0.970 -0.845 -1.846
H: -3.985 0.296 -0.006
H: -3.156 -0.139 1.506
H: -2.883 2.332 0.718
C: 0.075 3.279 -0.071
C: 1.538 2.893 0.180
C: 1.712 1.584 0.945
C: 1.362 0.321 0.154
H: 0.292 0.132 0.120
C: 2.099 -0.821 0.869
H: 2.529 -1.518 0.150
H: 1.408 -1.383 1.497
C: 3.189 -0.153 1.729
H: 4.168 -0.603 1.570
H: 2.944 -0.254 2.787
C: 3.171 1.323 1.331
H: 3.514 1.974 2.135
H: 3.806 1.488 0.460
H: 1.720 0.430 -0.871
H: 1.110 1.615 1.861
H: 2.013 3.693 0.753
H: 2.044 2.823 -0.785
H: 0.056 4.302 -0.457
H: -0.493 3.258 0.857

* Kohn-Sham gap: 9.7195 eV
* net charge: 0
* highest occupied orbital energy: -9.02 eV
* SMILES string: O=C(CCC1CCCC1)N1CCN(C(=O)c2ccco2)CC1
* multiplicity: 1

***

B) Computed, not measured: the molecule C17H24N2O3, with ωB97M-V/def2-TZVPD.

Cartesian coordinates (Å):
C: -7.790 -0.637 -1.360
C: -7.755 -0.573 0.163
C: -6.613 -1.392 0.780
C: -5.383 -0.569 1.165
C: -4.670 0.074 -0.022
C: -3.376 0.760 0.407
C: -2.678 1.430 -0.779
O: -1.477 2.077 -0.411
C: -0.354 1.347 -0.188
C: -0.226 -0.028 -0.363
C: 0.983 -0.650 -0.113
C: 2.088 0.071 0.316
C: 1.965 1.447 0.471
C: 0.763 2.074 0.228
H: 0.662 3.141 0.348
H: 2.813 2.041 0.776
C: 3.397 -0.653 0.584
N: 4.490 0.243 0.884
C: 5.470 0.244 -0.045
O: 6.489 0.878 -0.058
N: 5.063 -0.675 -1.023
C: 3.883 -1.290 -0.728
O: 3.341 -2.149 -1.368
H: 5.620 -0.880 -1.839
H: 4.548 0.778 1.733
C: 3.235 -1.716 1.677
H: 2.571 -2.502 1.330
H: 2.815 -1.266 2.573
H: 4.201 -2.154 1.915
H: 1.069 -1.712 -0.280
H: -1.054 -0.629 -0.701
H: -3.309 2.230 -1.175
H: -2.499 0.706 -1.583
H: -3.590 1.522 1.159
H: -2.703 0.030 0.862
H: -5.323 0.813 -0.488
H: -4.443 -0.693 -0.766
H: -5.680 0.211 1.870
H: -4.678 -1.225 1.682
H: -6.316 -2.179 0.084
H: -6.975 -1.882 1.687
H: -7.670 0.467 0.484
H: -8.709 -0.949 0.539
H: -7.936 -1.663 -1.692
H: -8.611 -0.036 -1.745
H: -6.865 -0.267 -1.794

* Kohn-Sham gap: 9.2750 eV
* net charge: 0
* highest occupied orbital energy: -8.56 eV
* SMILES string: CCCCCCCOc1ccc([C@]2(C)NC(=O)NC2=O)cc1
* multiplicity: 1

***

B) is favored, and the nearest alternative lies 1.207 eV above it.

***

A) Computed, not measured: the ion C2H4IN2 with charge +1, with ωB97M-V/def2-TZVPD.

Cartesian coordinates (Å):
C: 1.771 1.542 0.071
C: -0.643 1.347 -0.140
N: 0.512 1.365 0.133
N: -1.667 -2.222 -0.038
I: -2.074 -0.271 -0.005
H: 2.249 1.676 -0.894
H: 2.336 1.630 1.119
H: -1.236 -2.363 -1.002
H: -1.248 -2.704 0.756

* Kohn-Sham gap (spin up / spin down): 7.1977 / 7.2182 eV
* net charge: +1
* highest occupied orbital energy (spin up / spin down): -13.40 / -13.36 eV
* multiplicity: 1

***

B) Computed, not measured: a cluster of 2 separate species, C2H4IN2 in total, with ωB97M-V/def2-TZVPD.

Cartesian coordinates (Å):
C: -1.928 1.087 0.100
C: -0.301 -0.784 0.114
N: -1.192 0.071 -0.105
N: 0.190 -1.831 0.068
I: 3.117 0.998 -0.004
H: -2.687 1.273 -0.567
H: -1.722 1.714 0.823
H: 3.580 -0.295 -0.874
H: 0.943 -2.232 0.445

* Kohn-Sham gap: 6.7884 eV
* net charge: +1
* highest occupied orbital energy: -13.44 eV
* multiplicity: 1

***

B) is favored, and the nearest alternative lies 1.765 eV above it.

***

A) Computed, not measured: a structure of composition C3H7N4S, with ωB97M-V/def2-TZVPD.

Cartesian coordinates (Å):
C: 0.534 0.505 -1.157
C: -0.442 0.279 -2.221
C: 1.411 0.102 0.944
N: -1.871 -1.011 2.283
N: -0.903 -0.509 1.763
N: -0.798 -0.332 0.513
N: 0.316 0.090 0.046
S: -2.079 0.083 -1.431
H: 1.490 0.936 -1.370
H: -0.455 1.168 -3.007
H: -0.245 -0.571 -2.951
H: 1.824 -0.878 0.784
H: 1.093 0.426 1.927
H: 2.115 0.712 0.522
H: -1.988 -1.000 3.354

* Kohn-Sham gap (spin up / spin down): 6.4807 / 7.3119 eV
* net charge: +1
* highest occupied orbital energy (spin up / spin down): -13.16 / -13.40 eV
* multiplicity: 1

***

B) Computed, not measured: the ion C3H7N4S with charge +1, with ωB97M-V/def2-TZVPD.

Cartesian coordinates (Å):
C: -1.119 -0.058 -0.142
C: -0.653 -1.365 0.360
C: 1.100 0.088 -0.896
N: 2.882 0.733 0.634
N: 1.895 1.180 0.093
N: -0.234 0.624 -0.848
N: -2.347 0.270 0.172
S: 1.124 -1.522 -0.136
H: -0.571 -1.577 1.476
H: -1.018 -2.343 0.051
H: 1.725 0.233 -1.730
H: 3.265 1.416 1.189
H: -0.353 1.624 -0.925
H: -2.907 -0.439 0.692
H: -2.789 1.136 0.010

* Kohn-Sham gap: 8.6541 eV
* net charge: +1
* highest occupied orbital energy: -12.55 eV
* SMILES string: [H]/N=N/[C@@H]1NC(=[NH2+])CS1
* multiplicity: 1

***

B) is favored, and the nearest alternative lies 4.730 eV above it.

***

A) Computed, not measured: a cluster of 2 separate species, C30H30BClF2O2S in total, with ωB97M-V/def2-TZVPD.

Cartesian coordinates (Å):
F: -2.619 0.694 -5.381
C: -2.465 0.001 -4.200
C: -3.562 -0.647 -3.637
C: -3.348 -1.392 -2.460
C: -2.107 -1.405 -1.847
C: -0.982 -0.696 -2.390
C: 0.315 -0.797 -1.755
C: 1.535 -0.676 -2.540
C: 2.403 -1.805 -2.580
C: 3.488 -1.860 -3.447
C: 3.807 -0.755 -4.257
C: 3.017 0.385 -4.147
F: 3.336 1.482 -4.915
C: 1.901 0.456 -3.322
C: -1.186 -0.048 -3.641
H: -4.524 -0.631 -4.143
H: -4.180 -1.953 -2.026
H: -1.958 -2.030 -0.975
H: 0.387 -1.528 -0.961
H: 2.170 -2.661 -1.934
H: 4.118 -2.756 -3.489
H: 4.639 -0.778 -4.950
H: 1.287 1.345 -3.303
H: -0.339 0.363 -4.187
C: -0.942 0.454 6.353
C: -0.289 0.281 5.035
C: 0.971 0.764 4.686
C: 1.356 0.491 3.364
C: 0.461 -0.325 2.633
B: 0.011 0.063 0.937
C: 0.822 -1.292 1.455
C: 2.242 -1.445 1.171
C: 2.874 -2.672 1.101
C: 2.126 -3.866 1.111
Cl: 2.903 -5.403 1.080
C: 0.721 -3.776 1.167
C: 0.092 -2.551 1.304
O: -1.345 0.063 0.777
C: -1.674 1.480 0.707
C: -2.757 1.609 -0.346
C: -2.201 1.896 2.094
C: -0.285 2.141 0.293
C: -0.172 2.501 -1.173
C: 0.006 3.439 1.014
O: 0.732 1.164 0.554
S: -0.930 -0.600 3.738
H: -0.413 1.212 6.932
H: -1.967 0.802 6.219
H: -0.975 -0.458 6.959
H: 1.563 1.335 5.401
H: 2.252 0.910 2.925
H: 2.832 -0.535 1.109
H: 3.960 -2.753 1.043
H: 0.143 -4.699 1.098
H: -0.992 -2.505 1.342
H: -2.963 2.662 -0.574
H: -2.460 1.077 -1.256
H: -3.682 1.167 0.025
H: -2.658 2.897 2.048
H: -2.998 1.194 2.390
H: -1.398 1.902 2.849
H: -0.994 3.148 -1.465
H: 0.753 3.073 -1.296
H: -0.117 1.600 -1.794
H: -0.785 4.152 0.703
H: 0.067 3.304 2.102
H: 0.977 3.790 0.671

* Kohn-Sham gap: 3.5491 eV
* net charge: 0
* highest occupied orbital energy: -5.54 eV
* multiplicity: 1

***

B) Computed, not measured: a cluster of 2 separate species, C30H30BClF2O2S in total, with ωB97M-V/def2-TZVPD.

Cartesian coordinates (Å):
F: 4.334 0.278 2.356
C: 3.407 0.947 1.594
C: 3.688 2.250 1.190
C: 2.703 2.926 0.464
C: 1.503 2.297 0.133
C: 1.265 0.969 0.491
C: 0.018 0.231 0.073
C: 0.226 -1.075 -0.635
C: 1.447 -1.439 -1.221
C: 1.583 -2.649 -1.905
C: 0.516 -3.543 -1.998
C: -0.692 -3.159 -1.422
F: -1.772 -4.004 -1.532
C: -0.858 -1.961 -0.742
C: 2.215 0.298 1.282
H: 4.632 2.717 1.459
H: 2.870 3.953 0.140
H: 0.722 2.832 -0.413
H: -0.757 0.872 -0.365
H: 2.300 -0.761 -1.146
H: 2.540 -2.887 -2.373
H: 0.603 -4.495 -2.516
H: -1.833 -1.691 -0.336
H: 2.050 -0.724 1.625
C: -3.212 3.016 -1.266
C: -2.234 2.194 -2.009
C: -2.401 0.891 -2.454
C: -1.238 0.366 -3.078
C: -0.159 1.240 -3.062
B: -0.492 -0.259 1.697
C: 1.154 0.999 -3.628
C: 1.420 -0.198 -4.335
C: 2.713 -0.509 -4.747
C: 3.754 0.396 -4.501
Cl: 5.350 0.006 -4.992
C: 3.499 1.615 -3.852
C: 2.204 1.919 -3.445
O: -1.260 0.651 2.374
C: -1.703 -0.065 3.555
C: -0.780 0.328 4.710
C: -3.109 0.382 3.889
C: -1.542 -1.584 3.125
C: -1.184 -2.554 4.223
C: -2.759 -2.117 2.362
O: -0.428 -1.529 2.191
S: -0.688 2.809 -2.484
H: -4.155 2.467 -1.184
H: -2.843 3.245 -0.256
H: -3.391 3.963 -1.789
H: -3.331 0.342 -2.314
H: -1.175 -0.637 -3.486
H: 0.602 -0.886 -4.551
H: 2.923 -1.453 -5.245
H: 4.319 2.304 -3.668
H: 1.997 2.874 -2.961
H: -1.115 -0.129 5.650
H: 0.264 0.037 4.529
H: -0.813 1.418 4.841
H: -3.501 -0.217 4.722
H: -3.100 1.431 4.209
H: -3.785 0.281 3.034
H: -1.954 -2.532 5.005
H: -1.149 -3.571 3.818
H: -0.212 -2.320 4.671
H: -3.602 -2.298 3.041
H: -3.094 -1.429 1.573
H: -2.495 -3.071 1.888

* Kohn-Sham gap: 8.0204 eV
* net charge: 0
* highest occupied orbital energy: -7.85 eV
* SMILES string: CC1(C)OB(C(c2cccc(F)c2)c2cccc(F)c2)OC1(C)C.Cc1ccc(-c2ccc(Cl)cc2)s1
* multiplicity: 1

***

B) is favored, and the nearest alternative lies 5.344 eV above it.

***

A) Computed, not measured: a cluster of 4 separate species, C2H13NO3 in total, with ωB97M-V/def2-TZVPD.

Cartesian coordinates (Å):
C: -1.006 1.325 -0.127
N: 0.469 1.294 -0.470
C: 0.721 0.974 -1.880
H: -1.538 0.654 -0.815
H: -1.375 2.323 -0.315
H: -1.145 0.968 0.886
H: 0.981 2.073 -0.094
H: -0.033 1.514 -2.426
H: 1.770 1.154 -1.988
H: 0.546 -0.074 -2.096
H: -0.891 -2.454 2.839
H: -0.001 -1.528 2.021
O: -0.741 -2.149 1.941
H: 2.448 0.165 1.836
H: 1.381 0.215 0.825
O: 1.595 -0.251 1.681
H: -0.911 -1.550 -1.222
H: -1.195 -2.267 0.183
O: -1.074 -2.386 -0.779

* Kohn-Sham gap: 9.9893 eV
* net charge: 0
* highest occupied orbital energy: -9.34 eV
* SMILES string: CNC.O.O.O
* multiplicity: 1

***

B) Computed, not measured: a cluster of 4 separate species, C2H13NO3 in total, with ωB97M-V/def2-TZVPD.

Cartesian coordinates (Å):
C: 2.021 2.025 0.153
C: 1.557 0.578 -0.155
N: 0.658 0.009 0.858
H: 2.683 2.118 1.015
H: 2.626 2.354 -0.691
H: 1.120 2.624 0.233
H: 0.936 0.794 -1.030
H: 2.369 -0.044 -0.523
H: 0.911 -0.970 1.009
H: 0.983 0.354 1.762
H: -1.475 -2.739 -0.175
H: -1.108 -3.510 1.008
O: -0.923 -3.501 0.067
H: -1.037 0.581 0.310
H: -1.847 1.878 0.111
O: -1.714 0.996 -0.270
H: -2.359 -1.668 -1.845
H: -2.556 -0.509 -0.778
O: -2.844 -1.371 -1.057

* Kohn-Sham gap: 11.1732 eV
* net charge: 0
* highest occupied orbital energy: -10.49 eV
* SMILES string: CCN.O.O.O
* multiplicity: 1

***

B) is favored, and the nearest alternative lies 0.543 eV above it.